# 1
{
  "formula": "C7H6BCdF3N2O4",
  "method": "ωB97M-V with the def2-TZVPD basis set",
  "elements": ["C", "C", "C", "B", "O", "O", "C", "N", "N", "C", "O", "O", "C", "C", "F", "F", "F", "H", "H", "H", "H", "H", "H", "Cd"],
  "coordinates": [[0.064, -0.192, 2.168], [-0.125, -0.072, 0.640], [1.034, 0.148, -0.276], [2.556, 0.303, 0.185], [3.011, 0.882, 1.374], [3.592, -0.152, -0.741], [0.702, 0.216, -1.706], [-0.478, 0.158, -2.350], [-1.453, 0.007, -1.465], [-2.783, -0.002, -2.208], [-3.373, -1.041, -2.400], [-3.261, 1.141, -2.595], [-1.417, -0.126, -0.129], [-2.644, -0.347, 0.846], [-3.872, -0.426, 0.302], [-2.665, 0.781, 1.661], [-2.495, -1.501, 1.592], [1.114, -0.095, 2.535], [-0.565, 0.531, 2.769], [-0.287, -1.229, 2.475], [3.539, 0.174, 1.820], [3.367, -1.042, -1.092], [1.577, 0.345, -2.410], [4.864, 1.538, -0.995]],
  "forces_ev_per_a": [[-0.792, -0.743, 0.280], [1.421, 0.891, -2.579], [-2.865, -0.264, 0.093], [-0.939, -0.074, 0.697], [-0.092, -1.592, -1.743], [-1.498, -0.558, 1.154], [1.673, 0.031, -0.474], [2.222, 0.110, 2.882], [-1.808, -0.186, 0.799], [-4.300, 2.614, -2.111], [1.498, -0.210, 0.623], [2.708, -2.647, 1.713], [2.116, -0.437, 2.170], [-2.190, 0.298, 0.597], [1.816, 0.185, 0.071], [0.409, -1.981, -0.981], [0.427, 2.158, -1.205], [-0.872, 0.059, -0.817], [0.556, -0.713, -0.952], [0.312, 1.178, -0.343], [0.087, 0.958, 0.097], [0.424, 0.467, -0.500], [-1.227, -0.143, 0.674], [0.916, 0.600, -0.145]],
  "lowdin_charge": [0.004, -0.004, 0.038, -0.575, 0.134, -0.081, -0.015, 0.206, 0.067, -0.560, 0.218, 0.169, 0.080, -0.435, 0.189, 0.131, 0.148, 0.087, 0.128, 0.128, 0.158, 0.158, 0.138, 1.489],
  "total_charge": 2,
  "gap_ev": 1.8,
  "homo_ev": -14.91,
  "lumo_energy_ev": -13.07,
  "multiplicity": 1
}

# 2
{
  "formula": "C5H14FNSSi",
  "method": "ωB97M-V with the def2-TZVPD basis set",
  "elements": ["C", "C", "C", "F", "Si", "S", "C", "C", "N", "H", "H", "H", "H", "H", "H", "H", "H", "H", "H", "H", "H", "H", "H"],
  "coordinates": [[3.632, -0.411, 0.066], [2.418, 0.312, -0.501], [1.115, -0.163, 0.108], [0.893, -1.503, -0.304], [-0.447, 0.815, -0.341], [0.045, 2.887, -0.034], [-1.887, 0.316, 0.737], [-2.420, -1.097, 0.415], [-3.314, -1.166, -0.736], [3.777, -0.167, 1.120], [3.520, -1.492, -0.021], [4.544, -0.130, -0.464], [2.353, 0.165, -1.584], [2.506, 1.391, -0.339], [1.200, -0.205, 1.201], [-0.741, 0.559, -1.771], [-1.150, 3.170, 0.510], [-1.559, 0.385, 1.780], [-2.703, 1.037, 0.628], [-1.591, -1.788, 0.246], [-2.959, -1.488, 1.280], [-4.241, -0.840, -0.492], [-2.991, -0.587, -1.503]],
  "forces_ev_per_a": [[0.130, -0.037, -0.014], [-0.082, 0.054, -0.083], [-0.056, -0.051, 0.077], [-0.022, -0.018, 0.015], [0.065, 0.019, -0.109], [-0.095, 0.003, 0.074], [-0.063, -0.011, 0.059], [0.018, 0.004, -0.016], [-0.124, 0.014, 0.007], [-0.045, -0.014, -0.007], [-0.033, 0.021, -0.003], [-0.033, 0.018, 0.002], [0.021, 0.001, 0.014], [0.026, -0.024, 0.040], [0.058, 0.057, -0.003], [0.007, -0.007, 0.008], [0.063, 0.020, -0.034], [0.045, -0.045, -0.025], [0.005, -0.005, 0.007], [0.024, 0.046, 0.011], [-0.036, 0.006, -0.034], [0.046, 0.041, 0.005], [0.081, -0.094, 0.008]],
  "lowdin_charge": [-0.103, -0.273, -0.449, -0.094, 0.366, 0.453, -0.319, -0.345, -0.014, 0.076, 0.074, 0.071, 0.116, 0.085, 0.118, -0.008, -0.205, 0.077, 0.068, 0.089, 0.106, 0.062, 0.046],
  "total_charge": 0,
  "gap_ev": 10.0,
  "smiles": "CC[C@H](F)[Si@H](S)CCN",
  "homo_ev": -9.38,
  "lumo_energy_ev": 0.64,
  "multiplicity": 1,
  "de_lowest_kj_mol": 0.0
}

# 3
{
  "formula": "C28H43F4IrN8",
  "method": "ωB97M-V with the def2-TZVPD basis set",
  "elements": ["Ir", "C", "C", "N", "C", "C", "C", "C", "N", "C", "C", "F", "C", "F", "C", "C", "F", "C", "F", "H", "H", "H", "H", "H", "H", "H", "H", "H", "H", "H", "H", "H", "H", "H", "C", "N", "C", "C", "N", "C", "C", "C", "C", "C", "C", "N", "C", "N", "C", "C", "N", "C", "C", "N", "C", "C", "H", "H", "H", "H", "H", "H", "H", "H", "H", "H", "H", "H", "H", "H", "H", "H", "H", "H", "H", "H", "H", "H", "H", "H", "H", "H", "H", "H"],
  "coordinates": [[0.575, 0.199, -0.174], [3.913, 1.178, -1.544], [2.795, 2.047, -1.004], [1.406, 1.638, -1.431], [1.380, 1.250, -2.877], [1.809, 2.335, -3.854], [0.505, 2.826, -1.240], [0.252, 3.064, 0.232], [0.023, 1.729, 0.789], [-0.691, 1.533, 1.986], [-1.047, 0.228, 2.324], [-0.664, -0.788, 1.465], [-1.746, -0.104, 3.461], [-2.039, -1.378, 3.689], [-2.128, 0.888, 4.344], [-1.778, 2.188, 4.045], [-2.111, 3.169, 4.869], [-1.069, 2.517, 2.896], [-0.737, 3.796, 2.694], [3.723, 0.122, -1.376], [4.837, 1.448, -1.034], [4.079, 1.331, -2.608], [2.946, 3.077, -1.334], [2.800, 2.050, 0.085], [0.355, 0.955, -3.090], [2.006, 0.365, -2.973], [1.096, 3.157, -3.901], [1.857, 1.894, -4.849], [2.794, 2.744, -3.636], [-0.438, 2.581, -1.732], [0.938, 3.702, -1.724], [-0.623, 3.702, 0.347], [1.086, 3.562, 0.733], [-2.678, 0.653, 5.244], [2.457, -0.234, 2.539], [3.423, -0.499, 1.481], [4.729, 0.116, 1.684], [3.159, -1.345, 0.464], [1.921, -1.406, -0.048], [1.381, -2.660, -0.448], [1.805, -3.906, -0.002], [1.117, -5.047, -0.386], [-0.011, -4.947, -1.187], [-0.461, -3.702, -1.599], [0.241, -2.560, -1.236], [-0.180, -1.229, -1.482], [-1.017, -0.956, -2.491], [-0.893, -1.544, -3.694], [0.372, -2.092, -4.163], [-2.051, -1.894, -4.516], [-1.985, -0.031, -2.323], [-2.457, 0.824, -3.405], [-2.667, 0.149, -1.048], [4.169, -2.077, -0.041], [5.221, -2.646, 0.799], [4.179, -2.548, -1.418], [2.931, -0.423, 3.503], [1.605, -0.901, 2.438], [2.121, 0.805, 2.518], [4.587, 1.185, 1.857], [5.352, -0.020, 0.806], [5.242, -0.299, 2.554], [2.648, -3.992, 0.670], [1.446, -6.014, -0.030], [-0.563, -5.835, -1.462], [-1.377, -3.624, -2.171], [1.194, -1.687, -3.579], [0.502, -1.816, -5.210], [0.387, -3.180, -4.079], [-2.971, -1.718, -3.968], [-1.992, -2.955, -4.760], [-2.066, -1.327, -5.447], [-1.781, 0.769, -4.254], [-2.491, 1.855, -3.046], [-3.462, 0.550, -3.732], [-2.400, -0.656, -0.369], [-3.744, 0.121, -1.219], [-2.413, 1.110, -0.594], [5.007, -2.473, 1.849], [6.198, -2.229, 0.552], [5.254, -3.724, 0.629], [5.176, -2.388, -1.828], [3.453, -1.996, -2.011], [3.938, -3.611, -1.476]],
  "forces_ev_per_a": [[0.062, -0.076, 0.016], [-0.013, -0.021, 0.022], [-0.008, 0.016, -0.021], [0.007, 0.017, 0.021], [0.001, -0.008, 0.030], [-0.014, -0.002, -0.007], [-0.042, 0.056, 0.036], [0.039, 0.017, -0.059], [-0.052, -0.054, -0.058], [-0.030, -0.008, 0.009], [-0.007, 0.009, 0.008], [0.042, 0.001, 0.036], [-0.007, -0.015, -0.011], [0.007, 0.009, -0.008], [-0.006, 0.004, 0.015], [0.000, 0.027, -0.013], [0.009, -0.007, -0.011], [0.013, -0.003, 0.014], [0.003, -0.019, -0.009], [0.012, -0.008, 0.017], [0.003, 0.003, 0.003], [0.001, -0.009, -0.003], [0.008, 0.000, 0.008], [-0.001, -0.015, 0.001], [0.002, -0.006, 0.000], [0.004, -0.006, 0.001], [0.000, -0.001, 0.001], [-0.002, 0.004, -0.003], [0.005, 0.010, 0.004], [0.007, 0.003, 0.007], [0.001, -0.002, 0.011], [0.001, 0.004, -0.001], [-0.007, 0.003, -0.019], [0.001, -0.002, 0.002], [-0.010, 0.015, -0.014], [0.017, -0.083, 0.037], [0.006, 0.008, -0.015], [-0.041, 0.124, -0.038], [0.042, 0.014, 0.031], [-0.063, 0.001, 0.014], [-0.006, -0.019, -0.004], [0.001, -0.007, 0.007], [-0.001, -0.006, -0.004], [0.001, 0.021, 0.003], [0.059, -0.073, -0.004], [-0.057, 0.083, -0.006], [0.050, 0.052, -0.013], [-0.005, -0.006, 0.001], [-0.002, -0.015, 0.006], [0.004, 0.010, -0.003], [-0.016, -0.013, 0.002], [-0.017, -0.027, -0.014], [0.001, 0.010, 0.009], [0.015, -0.043, 0.009], [0.014, -0.005, -0.008], [-0.038, 0.040, -0.036], [0.002, 0.010, -0.001], [-0.008, -0.004, -0.002], [-0.012, -0.002, -0.002], [0.006, 0.003, -0.003], [-0.005, 0.017, 0.005], [-0.009, -0.004, 0.002], [0.009, -0.003, -0.001], [0.003, -0.001, -0.003], [0.000, 0.000, -0.002], [-0.007, -0.002, -0.004], [0.001, 0.002, 0.006], [-0.004, 0.002, -0.002], [-0.001, -0.004, 0.000], [-0.004, 0.004, 0.004], [-0.001, -0.001, 0.001], [-0.001, 0.001, -0.003], [0.000, 0.002, -0.002], [-0.005, 0.002, -0.002], [-0.001, 0.004, -0.004], [0.005, -0.001, 0.003], [0.002, 0.006, -0.003], [0.000, -0.003, 0.006], [-0.008, 0.003, 0.002], [0.002, -0.004, 0.007], [-0.002, 0.002, -0.006], [0.015, 0.001, -0.020], [0.027, -0.023, 0.022], [0.002, -0.013, 0.003]],
  "lowdin_charge": [1.459, -0.054, -0.200, -0.272, -0.226, -0.041, -0.162, -0.175, -0.179, -0.158, -0.140, -0.014, -0.207, 0.136, 0.115, -0.193, 0.145, -0.133, 0.118, 0.045, 0.094, 0.084, 0.131, 0.102, 0.088, 0.101, 0.085, 0.098, 0.080, 0.118, 0.133, 0.136, 0.132, 0.156, -0.028, -0.125, -0.035, -0.398, -0.026, -0.233, -0.021, -0.054, -0.055, -0.019, -0.237, -0.035, -0.402, -0.123, -0.014, -0.017, -0.135, -0.034, -0.027, -0.135, -0.017, -0.021, 0.108, 0.081, 0.082, 0.102, 0.086, 0.103, 0.118, 0.117, 0.117, 0.120, 0.077, 0.108, 0.101, 0.098, 0.105, 0.103, 0.094, 0.097, 0.103, 0.085, 0.107, 0.080, 0.097, 0.104, 0.105, 0.109, 0.084, 0.099],
  "total_charge": 2,
  "gap_ev": 7.2,
  "homo_ev": -13.00,
  "lumo_energy_ev": -5.82,
  "multiplicity": 1
}

# 4
{
  "formula": "C5H8N2",
  "method": "ωB97M-V with the def2-TZVPD basis set",
  "elements": ["C", "C", "C", "N", "C", "N", "C", "H", "H", "H", "H", "H", "H", "H", "H"],
  "coordinates": [[-2.814, 0.015, -0.379], [-0.567, 0.467, 0.446], [-1.759, 0.935, 0.195], [1.837, 0.918, -0.931], [1.762, -0.023, -0.068], [2.796, -0.850, 0.350], [0.519, -0.215, 0.720], [-3.025, 0.139, -1.450], [-2.465, -1.005, -0.196], [-3.726, 0.164, 0.206], [-1.981, 1.982, 0.409], [2.766, 0.954, -1.352], [2.523, -1.754, 0.705], [3.598, -0.873, -0.261], [0.536, -0.853, 1.607]],
  "forces_ev_per_a": [[0.077, -0.040, 0.225], [-0.406, -0.365, 0.140], [0.493, 0.112, -0.207], [0.157, -0.358, 0.213], [-0.054, 0.209, 0.014], [0.035, -0.071, -0.218], [-0.148, 0.405, 0.029], [0.074, 0.159, 0.319], [-0.237, 0.035, -0.243], [-0.041, -0.080, -0.279], [-0.076, -0.299, 0.105], [-0.091, -0.043, -0.030], [0.084, 0.089, -0.022], [-0.013, -0.079, 0.063], [0.148, 0.326, -0.109]],
  "lowdin_charge": [-0.096, -0.039, -0.142, 0.113, -0.522, 0.099, -0.058, 0.075, 0.073, 0.071, 0.108, 0.038, 0.084, 0.089, 0.108],
  "total_charge": 0,
  "gap_ev": 9.9,
  "smiles": "[H]/N=C(\\N)C=C=CC",
  "homo_ev": -8.97,
  "lumo_energy_ev": 0.97,
  "multiplicity": 1,
  "de_lowest_kj_mol": 177.7
}

It is found that the largest force on an atom values, taken in the order of the records, are 5.46, 0.14, 0.14, 0.56 eV Å⁻¹.